[1]
DFT (ωB97M-V with the def2-TZVPD basis set) results for C34H60BHgO38 as an isolated structure at a distorted geometry.

Net charge: +1
Energy relative to the best compared isomer or geometry (same formula, charge and spin), kJ/mol: 0.0
Kohn-Sham gap, Eh: 0.1700
Electronic energy, eV: -118882.8963

Element x y z (Å)
Hg 0.657 -4.645 -3.058
O -1.701 2.956 -0.289
C -1.615 1.771 -0.386
O -0.517 1.030 -0.196
B -0.848 -0.378 -0.297
O -2.235 -0.396 -0.762
C -2.749 0.805 -0.738
O -3.877 1.108 -0.993
O -0.681 -1.054 1.004
C -0.123 -2.223 0.807
O 0.064 -3.120 1.572
C 0.339 -2.274 -0.673
O 0.048 -1.142 -1.204
O 0.958 -3.190 -1.176
C 4.956 4.943 -0.021
O 3.825 5.119 0.810
C 2.789 4.310 0.624
O 2.715 3.421 -0.189
O 1.841 4.676 1.460
C 0.607 3.972 1.578
H 5.341 3.928 0.082
H 5.755 5.654 0.167
H 4.739 5.056 -1.086
H 0.519 3.218 2.357
H 0.369 3.455 0.649
H -0.101 4.794 1.644
C 0.625 -0.104 7.136
O 0.906 -1.386 6.559
C 0.084 -1.922 5.695
O -0.853 -1.388 5.164
O 0.539 -3.143 5.420
C -0.312 -4.073 4.813
H -0.426 -0.072 7.426
H 0.723 0.577 6.288
H 1.218 0.272 7.962
H -1.231 -4.127 5.399
H 0.060 -5.100 4.820
H -0.498 -3.824 3.766
C -5.377 -5.206 5.175
O -5.393 -4.289 4.073
C -4.202 -3.850 3.648
O -3.136 -4.370 3.878
O -4.396 -2.746 2.962
C -3.266 -1.917 2.664
H -5.095 -6.197 4.819
H -6.390 -5.214 5.563
H -4.656 -4.920 5.939
H -3.564 -1.311 1.813
H -2.406 -2.530 2.395
H -3.053 -1.356 3.571
C 4.392 -6.798 -2.901
O 4.234 -6.627 -1.497
C 3.140 -6.061 -1.048
O 2.250 -5.620 -1.756
O 3.228 -6.030 0.256
C 2.130 -5.476 0.993
H 3.751 -7.619 -3.227
H 5.403 -7.063 -3.191
H 4.086 -5.903 -3.443
H 2.580 -4.947 1.832
H 1.579 -6.311 1.421
H 1.505 -4.758 0.476
C -3.560 4.049 -2.826
O -4.883 4.601 -2.673
C -4.991 5.713 -1.943
O -4.196 6.149 -1.153
O -6.231 6.157 -2.089
C -6.609 7.401 -1.569
H -3.191 4.161 -3.843
H -3.760 3.001 -2.609
H -2.808 4.371 -2.110
H -7.689 7.513 -1.620
H -6.130 8.218 -2.112
H -6.345 7.530 -0.516
C -1.040 6.829 -0.309
O -0.053 7.259 0.610
C -0.157 8.381 1.298
O -1.156 9.024 1.429
O 1.007 8.785 1.831
C 2.171 7.981 1.636
H -2.064 6.970 0.029
H -0.875 5.757 -0.432
H -0.871 7.297 -1.280
H 1.936 6.933 1.802
H 2.919 8.331 2.340
H 2.551 8.028 0.614
C -1.452 -6.270 1.818
O -0.948 -6.166 0.452
C -1.469 -5.362 -0.405
O -1.117 -5.316 -1.582
O -2.371 -4.549 0.110
C -3.123 -3.706 -0.755
H -0.857 -5.650 2.476
H -1.331 -7.330 2.046
H -2.534 -6.174 1.822
H -3.680 -4.266 -1.504
H -2.451 -2.987 -1.231
H -3.836 -3.070 -0.234
C -1.897 2.617 -6.806
O -0.856 3.184 -6.035
C -0.710 2.706 -4.802
O -1.202 1.684 -4.396
O -0.011 3.569 -4.094
C 0.436 3.256 -2.811
H -1.974 1.536 -6.681
H -1.812 2.907 -7.847
H -2.894 2.919 -6.466
H 1.469 3.532 -2.593
H 0.310 2.208 -2.528
H -0.094 3.825 -2.042
C 5.160 -2.813 -3.170
O 4.181 -1.864 -3.604
C 2.943 -2.225 -3.839
O 2.459 -3.295 -3.488
O 2.253 -1.336 -4.478
C 2.771 -0.100 -5.026
H 4.825 -3.253 -2.226
H 6.081 -2.322 -2.872
H 5.294 -3.601 -3.907
H 2.835 -0.243 -6.102
H 3.769 0.137 -4.672
H 2.048 0.662 -4.757
C 2.804 -2.067 2.751
O 3.603 -2.507 1.661
C 3.601 -1.852 0.488
O 4.113 -2.286 -0.502
O 2.912 -0.718 0.579
C 2.917 0.191 -0.510
H 3.384 -1.362 3.349
H 2.422 -2.854 3.399
H 1.915 -1.546 2.405
H 3.919 0.589 -0.696
H 2.309 1.068 -0.317
H 2.655 -0.321 -1.439

[2]
DFT (ωB97M-V with the def2-TZVPD basis set) results for C2F3InO3 as an isolated structure at a distorted geometry.

Net charge: +1
Expectation value of S²: 0.754
Kohn-Sham gap (spin up / spin down), Eh: 0.3751 / 0.2322
Electronic energy, eV: -21533.6309
Multiplicity: 2

Element x y z (Å)
C -1.150 0.364 0.019
F -1.546 1.631 0.038
F -1.620 -0.234 1.111
F -1.699 -0.228 -1.038
O 0.458 -1.931 -0.149
C 0.997 -0.878 0.049
O 0.195 0.357 -0.037
O 2.186 -0.514 0.179
In 2.180 1.434 -0.173

[3]
DFT (ωB97M-V with the def2-TZVPD basis set) results for a 2-piece molecular cluster, C3H2Cl2O overall at a distorted geometry.

Net charge: 0
Energy relative to the best compared isomer or geometry (same formula, charge and spin), kJ/mol: 398.6
Kohn-Sham gap (spin up / spin down), Eh: 0.3027 / 0.3027
Electronic energy, eV: -30231.1627

Element x y z (Å)
C -0.276 0.114 0.123
C -1.489 -0.245 -0.143
C 0.999 0.536 0.091
O 0.440 0.385 1.301
Cl 1.911 -1.718 -0.502
Cl 2.085 1.652 -0.457
H -2.043 -0.424 0.735
H -1.627 -0.301 -1.149

[4]
DFT (ωB97M-V with the def2-TZVPD basis set) results for a 4-piece molecular cluster, C2H12NO3 overall.

Net charge: +1
Energy relative to the best compared isomer or geometry (same formula, charge and spin), kJ/mol: 47.9
Kohn-Sham gap, Eh: 0.4422
Electronic energy, eV: -9894.9480

Element x y z (Å)
C 0.400 -0.317 -1.599
C -0.578 -0.711 -2.384
N 0.199 0.909 -0.785
H 1.367 -0.778 -1.484
H -0.476 -1.606 -2.984
H -1.541 -0.222 -2.463
H -0.800 1.009 -0.581
H 0.745 0.871 0.092
H 0.473 1.747 -1.299
H 1.649 1.362 2.592
H 1.514 0.032 1.836
O 1.269 0.979 1.787
H 2.308 -2.044 2.253
H 0.811 -2.226 2.007
O 1.593 -1.789 1.649
H -3.487 1.237 -0.065
H -2.802 0.601 1.160
O -2.642 0.946 0.268

[5]
DFT (ωB97M-V with the def2-TZVPD basis set) results for C6H9Cl2CrGdO6P as an isolated structure at a distorted geometry.

Net charge: +4
Energy relative to the best compared isomer or geometry (same formula, charge and spin), kJ/mol: 483.9
Expectation value of S²: 30.404
Kohn-Sham gap (spin up / spin down), Eh: 0.2317 / 0.2173
Electronic energy, eV: -102186.4193
Multiplicity: 11

Element x y z (Å)
Cr -0.495 0.044 -3.991
Gd 0.186 0.102 -1.041
Cl -1.298 -1.582 -2.445
Cl -1.077 2.039 -2.849
C 1.280 2.105 -0.332
C 0.067 -1.536 -5.059
C 0.150 1.175 -5.492
O 1.874 3.046 0.131
O 0.389 -2.474 -5.694
O 0.523 1.842 -6.392
C -1.020 1.913 2.024
O -1.941 0.830 1.769
P -1.200 -0.623 1.196
O -1.192 -1.539 2.568
C -0.468 -1.033 3.697
O 0.202 -1.919 0.449
C 1.550 -1.585 0.760
H -1.031 2.516 1.096
H 0.027 1.625 2.248
H -1.479 2.408 2.891
H 0.536 -0.732 3.373
H -0.929 -0.181 4.245
H -0.402 -1.905 4.348
H 1.801 -0.470 0.770
H 1.800 -1.985 1.772
H 2.145 -2.083 -0.044

[6]
DFT (ωB97M-V with the def2-TZVPD basis set) results for an isolated ion of composition C7H18N4 and charge +2 at a distorted geometry.

Structure (SMILES): CC(C)(C)[N@H+](N)/C(N)=C\C=[NH2+]
Net charge: +2
Energy relative to the best compared isomer or geometry (same formula, charge and spin), kJ/mol: 329.2
Kohn-Sham gap, Eh: 0.3287
Electronic energy, eV: -13491.8007

Element x y z (Å)
C 1.153 -1.701 0.156
C 1.399 -0.373 0.393
C 0.325 -2.275 -0.837
C -1.231 2.367 -0.343
C -1.850 0.024 -0.254
C -0.734 1.155 1.838
C -0.770 1.040 0.304
N 2.277 0.008 1.314
N 0.128 -3.586 -0.923
N 0.849 0.516 -1.682
N 0.718 0.682 -0.345
H 1.728 -2.358 0.777
H -0.256 -1.849 -1.611
H -0.856 3.448 -0.067
H -1.436 2.194 -1.389
H -2.263 2.392 0.013
H -1.650 -0.859 0.321
H -1.852 -0.102 -1.231
H -2.804 0.295 0.132
H -0.978 0.189 2.250
H 0.288 1.417 2.145
H -1.440 1.887 2.093
H 2.862 -0.576 1.918
H 2.842 0.780 0.952
H -0.384 -3.866 -1.735
H 0.461 -4.282 -0.069
H 1.766 0.573 -1.900
H 0.498 1.255 -2.239
H 1.209 1.605 0.017

[7]
DFT (ωB97M-V with the def2-TZVPD basis set) results for a 6-piece molecular cluster, C50H75ClN4O17PS3 overall at a distorted geometry.

Net charge: +1
Kohn-Sham gap, Eh: 0.2375
Electronic energy, eV: -148144.5329

Element x y z (Å)
C 3.581 -2.071 5.329
O 2.477 -2.954 5.433
C 2.470 -3.988 4.463
C 1.357 -3.811 3.386
C 1.994 -3.348 2.045
C 2.180 -1.794 2.050
C 1.467 -1.077 0.893
N 2.091 -1.277 -0.435
C 3.433 -1.387 -0.513
N 4.153 -2.408 -0.134
P 5.905 -2.442 -0.262
S 6.681 -3.322 1.267
N 3.961 -0.204 -1.098
C 2.845 0.434 -1.826
C 2.752 1.916 -1.402
C 4.090 2.691 -1.458
C 4.086 3.757 -0.314
Cl 4.481 5.391 -0.959
C 1.589 -0.497 -1.588
C 1.209 -1.412 -2.801
C 1.823 -2.815 -2.797
O 3.127 -2.844 -3.382
C 0.306 0.303 -1.275
C -0.265 1.113 -2.477
C -1.770 0.739 -2.687
S -2.897 1.944 -1.927
C -3.083 1.485 -0.199
S -1.843 1.789 0.837
N -4.244 0.902 0.320
C -5.169 0.383 -0.676
C -5.954 1.146 -1.521
C -6.816 0.538 -2.393
C -6.950 -0.837 -2.443
C -6.160 -1.596 -1.608
C -5.288 -0.985 -0.738
C -4.914 1.718 1.334
C -5.351 1.061 2.459
C -6.000 1.765 3.451
C -6.197 3.119 3.265
C -5.770 3.764 2.136
C -5.120 3.063 1.135
H 3.329 -1.260 4.627
H 4.520 -2.565 5.050
H 3.745 -1.592 6.301
H 3.463 -4.112 4.011
H 2.242 -4.932 4.978
H 0.910 -4.792 3.190
H 0.595 -3.113 3.744
H 3.001 -3.788 1.992
H 1.405 -3.655 1.171
H 1.691 -1.421 2.958
H 3.229 -1.487 2.158
H 0.409 -1.353 0.902
H 1.503 -0.002 1.134
H 3.691 -3.230 0.252
H 6.195 -3.149 -1.445
H 6.370 -1.118 -0.314
H 4.232 0.313 -0.255
H 3.086 0.486 -2.898
H 2.342 1.936 -0.378
H 2.016 2.437 -2.021
H 4.972 2.069 -1.281
H 4.167 3.237 -2.400
H 3.108 3.853 0.161
H 4.805 3.506 0.470
H 1.419 -0.910 -3.751
H 0.120 -1.542 -2.771
H 1.787 -3.312 -1.818
H 1.210 -3.431 -3.465
H 3.697 -2.187 -2.968
H 0.431 1.010 -0.451
H -0.442 -0.428 -0.947
H 0.313 1.016 -3.401
H -0.279 2.169 -2.189
H -1.995 -0.295 -2.421
H -1.956 0.818 -3.757
H -5.861 2.228 -1.470
H -7.419 1.167 -3.044
H -7.673 -1.258 -3.136
H -6.259 -2.678 -1.641
H -4.705 -1.624 -0.077
H -5.149 -0.005 2.537
H -6.317 1.234 4.344
H -6.683 3.672 4.066
H -5.903 4.831 1.983
H -4.768 3.561 0.235
C -10.412 -1.329 3.535
C -10.567 0.103 3.997
C -10.023 1.127 3.029
O -9.632 2.194 3.897
C -9.361 1.650 5.111
O -8.824 2.227 6.000
O -9.778 0.360 5.170
H -9.392 -1.680 3.694
H -11.066 -1.986 4.109
H -10.670 -1.434 2.481
H -11.612 0.311 4.242
H -10.773 1.468 2.318
H -9.143 0.779 2.481
C -6.539 -2.766 -6.640
C -5.891 -1.532 -6.051
C -5.342 -0.572 -7.078
O -4.251 0.035 -6.376
C -3.835 -0.847 -5.440
O -2.825 -0.735 -4.813
O -4.707 -1.870 -5.306
H -5.786 -3.489 -6.954
H -7.161 -3.260 -5.893
H -7.172 -2.512 -7.490
H -6.583 -1.028 -5.373
H -6.070 0.179 -7.378
H -4.954 -1.069 -7.971
C 6.970 5.096 -3.332
C 7.277 3.726 -3.900
C 8.419 3.680 -4.895
O 8.030 2.582 -5.739
C 6.684 2.477 -5.686
O 6.027 1.799 -6.410
O 6.175 3.249 -4.690
H 6.397 5.697 -4.038
H 6.354 4.983 -2.438
H 7.877 5.629 -3.065
H 7.443 3.012 -3.085
H 9.377 3.483 -4.427
H 8.501 4.582 -5.504
C 10.223 3.334 1.013
C 10.674 4.460 0.110
C 9.850 5.719 0.232
O 9.957 6.284 -1.078
C 10.193 5.267 -1.940
O 10.141 5.367 -3.125
O 10.489 4.123 -1.276
H 9.346 2.833 0.601
H 11.006 2.581 1.102
H 9.993 3.699 2.015
H 11.735 4.669 0.268
H 10.244 6.406 0.978
H 8.795 5.526 0.447
C -2.754 -4.697 7.437
C -2.295 -5.859 6.584
C -1.121 -5.545 5.690
O -1.327 -6.420 4.580
C -2.665 -6.672 4.509
O -3.198 -7.201 3.591
O -3.299 -6.228 5.624
H -3.351 -3.997 6.853
H -3.387 -5.051 8.251
H -1.906 -4.170 7.876
H -2.089 -6.730 7.212
H -0.168 -5.755 6.172
H -1.117 -4.512 5.329

[8]
DFT (ωB97M-V with the def2-TZVPD basis set) results for C36H30BrF6NO6P2S2Ti as an isolated structure.

Net charge: 0
Energy relative to the best compared isomer or geometry (same formula, charge and spin), kJ/mol: 0.0
Expectation value of S²: 2.007
Kohn-Sham gap (spin up / spin down), Eh: 0.2382 / 0.2894
Electronic energy, eV: -201307.4552
Multiplicity: 3

Element x y z (Å)
Ti -0.339 0.630 1.343
F -4.633 0.596 3.089
C -3.683 -0.298 3.340
F -4.171 -1.244 4.132
F -2.672 0.312 3.958
S -3.121 -1.045 1.747
O -2.349 0.066 1.147
O -4.331 -1.402 1.092
N -2.254 -2.285 2.083
S -0.669 -2.235 2.406
O -0.235 -0.861 2.884
O 0.463 -0.394 0.109
C -0.777 -3.062 4.070
F -1.230 -4.303 3.933
F 0.453 -3.104 4.585
F -1.569 -2.385 4.883
C 1.773 -2.780 -0.527
C 2.692 -1.596 -0.832
P 1.934 0.072 -0.800
C 3.059 0.879 -2.086
C 4.441 0.947 -1.908
C 5.245 1.543 -2.867
C 4.676 2.083 -4.014
C 3.304 2.021 -4.198
C 2.501 1.419 -3.236
C 2.543 1.006 0.654
C 2.627 0.390 1.907
C 2.996 1.116 3.034
C 3.267 2.469 2.926
C 3.176 3.097 1.688
C 2.823 2.373 0.562
C 0.452 -2.845 -1.326
P 0.280 -1.564 -2.659
C -1.420 -0.953 -2.426
C -1.610 0.416 -2.270
C -2.883 0.934 -2.065
C -3.974 0.082 -2.017
C -3.795 -1.287 -2.170
C -2.525 -1.802 -2.371
C 0.115 -2.588 -4.171
C 1.013 -3.631 -4.400
C 0.976 -4.358 -5.580
C 0.041 -4.048 -6.558
C -0.849 -3.005 -6.347
C -0.812 -2.279 -5.166
H 1.546 -2.802 0.540
H 2.351 -3.685 -0.732
H 3.092 -1.695 -1.843
H 3.547 -1.597 -0.150
H 4.897 0.543 -1.009
H 6.317 1.591 -2.719
H 5.304 2.551 -4.761
H 2.855 2.439 -5.091
H 1.429 1.362 -3.385
H 2.417 -0.669 2.003
H 3.057 0.621 3.994
H 3.542 3.040 3.804
H 3.376 4.158 1.602
H 2.759 2.869 -0.399
H -0.396 -2.680 -0.663
H 0.327 -3.835 -1.764
H -0.752 1.080 -2.274
H -3.014 1.999 -1.925
H -4.967 0.479 -1.845
H -4.645 -1.954 -2.112
H -2.392 -2.872 -2.490
H 1.755 -3.881 -3.649
H 1.677 -5.167 -5.736
H 0.007 -4.617 -7.478
H -1.582 -2.757 -7.104
H -1.519 -1.473 -5.012
Br 1.180 7.159 4.627
C 0.585 6.427 2.986
C 0.374 7.268 1.903
C -0.054 6.732 0.696
C -0.264 5.367 0.573
C -0.048 4.542 1.670
C 0.377 5.065 2.886
C -0.239 3.080 1.539
O -0.585 2.560 0.441
O -0.034 2.310 2.540
H 0.543 8.331 2.005
H -0.220 7.386 -0.149
H -0.590 4.928 -0.359
H 0.543 4.403 3.724

[9]
DFT (ωB97M-V with the def2-TZVPD basis set) results for C9H7N2O4Tc as an isolated structure.

Net charge: +3
Energy relative to the best compared isomer or geometry (same formula, charge and spin), kJ/mol: 56.8
Expectation value of S²: 3.772
Kohn-Sham gap (spin up / spin down), Eh: 0.2881 / 0.2664
Electronic energy, eV: -22781.9958
Multiplicity: 4

Element x y z (Å)
Tc 0.635 1.589 0.513
O -2.740 1.338 -1.781
C -1.768 1.227 -0.979
O -0.799 2.036 -0.897
C -1.758 0.077 -0.034
C -2.688 -0.916 0.156
C -2.462 -1.849 1.191
C -1.346 -1.743 2.018
C -0.449 -0.715 1.780
N -0.660 0.140 0.766
C 0.773 -0.353 2.596
O 1.237 -0.885 3.522
O 1.343 0.849 2.031
H -2.717 2.126 -2.366
H -3.576 -0.967 -0.464
H -3.184 -2.642 1.355
H -1.171 -2.424 2.845
C 3.937 0.413 -2.341
C 2.822 0.710 -1.487
N 1.929 0.953 -0.790
H 4.402 -0.519 -2.001
H 4.656 1.239 -2.263
H 3.582 0.319 -3.372